C30H44N6O12PSc | ωB97M-V/def2-TZVPD

The geometry in XYZ format:
```
94
Properties=species:S:1:pos:R:3:forces:R:3
Sc -0.268583 -0.023844 0.870658 0.715 1.012 0.655
C -0.752392 -0.205627 4.149505 -2.276 1.882 -0.663
C -1.842021 -1.112401 3.487348 0.675 1.125 -0.451
N -2.196048 -0.578199 2.145108 1.090 -0.088 0.448
C -3.142562 0.541235 1.993824 -1.096 -0.879 -0.358
C -2.599182 1.917740 2.365057 0.114 0.018 0.094
N -1.184164 2.032322 1.905234 -1.162 0.427 -0.304
C -0.250043 2.604006 2.895609 2.261 0.386 -2.639
C 0.799796 1.612299 3.432196 -0.104 -0.013 -1.291
N 0.305497 0.248920 3.255276 0.147 -1.375 -0.177
H -1.297542 0.724671 4.444623 0.365 -0.647 0.110
H -0.389656 -0.639853 5.044118 0.477 -0.616 0.938
H -1.421414 -2.108911 3.358837 -0.366 -0.005 -0.038
H -2.755583 -1.146260 4.083234 0.179 -0.140 0.425
H -2.518205 -1.359882 1.591649 -0.188 0.069 -0.170
H -3.280669 0.523478 0.903830 -0.602 0.171 0.391
H -4.110190 0.285698 2.536245 0.899 0.610 -0.654
H -3.244691 2.741162 1.906980 0.730 -1.133 0.771
H -2.618919 1.967378 3.452373 -0.097 0.540 0.056
H -1.223056 2.626992 1.060946 0.549 -0.359 0.744
H 0.397129 3.395018 2.394942 -1.126 -0.715 0.341
H -0.730758 3.102818 3.655122 -1.489 0.972 1.827
H 1.657622 1.684520 2.725483 -0.270 -0.080 0.944
H 1.054310 1.959886 4.444135 0.233 -0.593 -0.070
H 1.021300 -0.477724 3.297349 0.428 0.420 -0.171
O -1.832456 -0.202125 -0.514112 -0.444 0.357 1.030
C -1.142351 -0.803424 -1.385642 -0.286 -0.416 -1.557
O 0.065543 -1.028186 -1.223509 0.661 0.126 0.428
C -1.874364 -1.228139 -2.611718 1.034 -0.649 0.043
C -1.198359 -1.560550 -3.801198 -0.981 -0.049 0.306
C -1.961189 -1.987849 -4.871904 0.893 -0.463 0.159
C -3.342913 -2.115683 -4.775290 0.960 0.005 -0.577
C -3.947721 -1.877319 -3.583040 -1.834 0.650 0.668
C -3.229398 -1.444900 -2.482426 0.315 0.042 -0.565
H -0.124627 -1.544577 -3.927489 0.016 0.253 0.414
H -1.370667 -2.344414 -5.706407 -0.492 0.201 -0.486
H -3.913431 -2.390848 -5.632512 -0.328 -0.278 -0.436
H -5.047779 -1.896835 -3.524971 0.594 -0.316 0.067
H -3.682587 -1.269583 -1.530498 -0.341 0.175 0.273
C 0.687966 3.347926 -4.378671 -0.068 -0.202 -2.055
C -0.035491 3.125814 -3.104905 -0.683 -0.525 0.197
C -0.728651 1.716922 -3.223339 -0.310 1.464 0.509
C -1.133082 4.182378 -2.769367 -0.421 -2.090 -0.764
O 1.013152 2.984397 -2.180417 0.824 0.345 2.048
P 0.946699 3.052045 -0.548963 -0.021 0.058 -1.683
O 0.303574 4.302250 -0.077814 0.360 -0.267 0.286
O 0.323081 1.753325 -0.108694 -0.130 -1.177 0.276
O 2.486743 2.823347 -0.216739 -0.314 -0.209 -0.086
C 3.572166 3.750587 -0.288252 0.695 0.828 1.414
C 4.798006 2.939252 -0.673287 1.705 1.432 -0.277
C 3.704376 4.321834 1.130520 -0.361 -1.397 0.516
C 3.290621 4.861233 -1.275694 1.024 -1.654 -1.529
H -0.053214 3.240221 -5.187044 0.424 -0.227 -0.074
H 1.516494 2.632981 -4.493334 -0.563 -0.175 0.003
H 1.161916 4.287156 -4.582060 0.054 0.999 0.576
H -1.432070 1.698274 -4.076852 -0.381 0.153 0.945
H -1.072459 1.450454 -2.199998 -0.472 0.195 -1.041
H -0.029164 0.976139 -3.509237 1.221 -0.612 -0.080
H -1.775972 4.091881 -3.666387 -0.104 0.275 0.529
H -0.920630 5.220035 -2.611833 0.775 0.348 0.150
H -1.675680 3.765442 -1.908654 -0.055 0.462 -0.205
H 5.009132 2.130295 0.004788 -0.354 -0.491 0.277
H 5.763028 3.573828 -0.624618 -1.595 -0.639 -0.168
H 4.709954 2.582027 -1.694896 -0.023 -0.216 -0.111
H 3.871517 3.504275 1.865800 -0.065 0.222 -0.502
H 2.715506 4.711197 1.354774 0.089 0.604 0.258
H 4.518674 5.012516 1.288034 0.029 0.522 -0.280
H 3.067876 4.271964 -2.196304 0.040 1.091 0.171
H 4.147581 5.508261 -1.429782 0.390 -0.177 -0.048
H 2.496635 5.500302 -1.022924 -1.362 0.481 0.476
C 3.410551 -1.580876 -0.758017 -1.205 -1.264 1.333
C 2.744441 -0.680449 0.236842 0.903 0.410 0.382
N 2.337054 -0.009069 1.092111 0.088 -1.093 -1.401
H 4.032292 -1.112050 -1.496476 -0.051 0.644 -0.214
H 2.578508 -2.159413 -1.224744 0.650 0.484 0.071
H 4.045247 -2.324624 -0.207993 -0.604 0.749 -0.274
O 1.488934 -2.502845 2.988331 0.049 -0.790 0.906
C 0.603394 -2.835390 2.227995 -0.562 1.561 -1.962
O 0.061776 -2.011501 1.362443 0.232 -0.155 0.746
C 0.047519 -4.221081 2.005681 0.186 1.697 -0.912
C -0.718404 -4.395308 0.855242 -1.142 0.451 -1.422
C -1.147984 -5.649040 0.528057 -0.030 -0.956 0.278
C -0.826802 -6.786604 1.281707 -0.813 0.453 -0.745
C -0.061908 -6.547296 2.376885 0.682 1.195 1.404
C 0.378517 -5.272661 2.768948 0.941 -1.420 1.063
N 0.257465 -7.609710 3.315730 -0.416 -1.463 -0.957
O -0.493678 -8.566911 3.262677 -0.002 -0.172 0.394
O 1.243542 -7.534136 4.001735 0.286 0.361 0.438
N -2.024997 -5.823110 -0.649716 -1.092 -2.093 0.689
O -1.911858 -5.088123 -1.570818 0.575 1.746 -1.248
O -2.840802 -6.749191 -0.635167 0.796 0.420 0.650
H -1.062077 -3.590755 0.155139 0.776 -0.592 1.057
H -1.232824 -7.750802 1.008326 0.155 -0.011 0.161
H 1.036170 -5.138582 3.652228 -0.606 -0.208 -0.687
```
Forces are in eV/Å.

Properties
- gap between HOMO and LUMO (eV) = 8.37
- HOMO level (eV) = -9.2
- E_LUMO (Eh) = -0.031
- energy relative to the best compared isomer or geometry (same formula, charge and spin) (kcal per mole) = 14.9

Here are the Mulliken charges for atoms 1 to 5, given in e: number 1, Sc, carries -1.53; number 2, C, carries -1.02; number 3, C, carries -0.46; number 4, N, carries 0.39; number 5, C, carries -0.58